The following is a DFT calculation (ωB97M-V/def2-TZVPD) of a 5-piece molecular cluster, C4H13NO3 overall in a non-equilibrium geometry.

The geometry in XYZ format:
```
21
Properties=species:S:1:pos:R:3:forces:R:3
O 3.752 0.252 0.041 -3.0338 2.1795 3.1203
C 2.433 0.322 0.551 3.9884 -0.9094 -0.7447
C 1.602 -0.599 0.029 -3.3477 -1.0623 -1.0348
C 0.129 -0.857 0.155 -0.3183 -0.3624 1.6714
C -0.523 -0.050 1.330 -1.6687 -2.2235 3.4207
N -1.971 -0.580 1.530 2.5619 2.2282 -3.7814
H 2.758 2.311 -1.128 0.0423 0.7035 -2.7722
H 2.772 2.491 -1.953 -0.0910 -0.5762 2.6834
H 2.071 -1.331 -0.644 0.2400 -0.6320 0.9727
H -0.205 -1.937 0.321 1.0850 1.0243 -0.4880
H -0.474 -0.522 -0.671 0.0093 0.1300 -0.9399
H -0.040 -0.221 2.382 -0.3562 0.3391 -2.0443
H -0.419 0.991 1.082 -0.1280 0.9118 -0.2709
H -2.526 -0.266 0.526 0.4503 -1.9558 0.7227
H -2.449 -0.197 2.317 0.1799 0.2779 1.0873
H 3.692 -0.310 -0.701 0.2190 -0.7947 -2.0897
H -2.152 1.889 -2.301 2.2824 -1.6860 2.3915
O -1.505 1.410 -1.614 -2.4340 0.6916 -2.0835
H -2.015 0.516 -1.402 0.1997 1.1044 -0.3335
H -3.746 -0.228 -1.084 -0.3673 -0.0621 -0.2161
O -2.912 -0.665 -0.908 0.4867 0.6740 0.7289
```
Forces are in eV/Å.

Computed properties:
orbital gap	0.12630	Ha
LUMO energy	-0.182	Ha
relative energy (zero: lowest compared OMol25 entry of this formula, charge and spin)	11.7574	eV
charge	0